# C44H80F6O22

A 11-piece molecular cluster, C44H80F6O22 overall at a distorted geometry (the ωB97M-V functional and the def2-TZVPD basis, the OMol25 dataset).

Properties
Energy above the lowest of the compared OMol25 structures with the same formula, charge and spin: 84.1 kcal/mol
Energy: -108267.043 eV
Lowest unoccupied orbital energy: -0.00184 Eh
Charge: 0
Structure (SMILES): CCOC(=O)C(F)(F)F.CCOC(=O)C(F)(F)F.O=C1CCCO1.O=C1CCCO1.O=C1CCCO1.O=C1CCCO1.O=C1CCCO1.COCCOC.COCCOC.COCCOC.COCCOC
Orbital gap: 0.3282 hartree

The geometry in XYZ format:
```
152
Properties=species:S:1:pos:R:3:forces:R:3
C 6.636130 -1.886475 -3.755217 -0.724 -1.470 -0.158
H -0.852690 -4.324755 5.063613 -0.268 0.002 0.110
C 0.853080 -3.082825 7.271483 1.256 3.173 3.504
C -5.422640 -4.125685 0.465753 -0.791 0.109 -0.838
H 0.216970 4.857575 -6.363187 -0.481 -0.118 -0.117
F 2.518730 1.966105 7.101793 -0.183 -0.005 0.207
H 0.165830 0.816475 -0.815917 0.253 -0.036 -0.061
C 0.390780 -0.284245 0.985493 -2.770 1.272 0.769
O -3.594910 1.344935 -3.942827 -1.581 -0.287 -0.208
H -0.060810 7.187855 -6.317717 -0.289 -0.078 0.088
H 3.985190 -5.926405 -4.898577 0.628 0.165 -0.011
C 1.106390 -1.785845 -10.317417 -0.858 -0.707 0.865
C 1.258380 -1.140915 -1.074007 0.309 1.720 -0.612
O -0.312420 0.379285 1.750373 1.974 -1.521 -1.255
C -5.736200 -4.736815 -1.898877 2.295 0.832 -0.376
C 1.294780 4.902895 -6.519347 -0.979 1.453 1.257
H 1.810400 0.802755 -0.101837 0.110 0.051 -0.418
H 2.073910 3.796195 11.478003 0.085 0.156 -0.154
H 4.975940 -5.123715 -2.030477 0.296 -0.041 -0.044
C 7.716920 -7.275595 4.141093 0.686 1.386 0.430
O -0.212270 -2.264485 -10.643487 0.275 0.739 -0.559
C -1.489410 -2.981215 6.709743 0.968 0.968 -1.324
O -7.250180 -4.560925 1.947323 -0.497 0.226 -0.004
H -1.180710 -2.735525 -7.489627 -0.872 -0.152 -0.062
H -4.471570 -3.621485 0.294463 0.302 0.172 0.771
O 5.558560 -3.981285 -3.656427 -1.426 0.507 -0.952
O 2.230510 8.951465 -0.244547 0.452 -0.898 -0.489
H -0.209450 -1.330735 7.853143 -0.706 0.033 -0.473
H -0.379620 9.785675 -1.600267 0.804 -0.164 -0.245
H -2.157140 -2.365085 -10.041497 0.100 -0.117 -0.068
H -4.938950 1.871055 -1.586987 0.417 -0.411 -0.034
H 3.955960 6.219475 -4.660687 0.129 -0.086 0.677
C 0.940860 0.199065 -0.361777 -0.273 -0.991 1.136
H 0.143480 -3.353205 -8.277847 0.535 0.455 -0.479
H -8.834270 -3.249235 2.284493 0.153 0.372 0.365
H 1.597380 5.201885 -4.280417 -0.148 0.728 -0.306
C -0.913240 -3.156515 -8.458817 0.571 -0.425 -0.012
H 3.541600 4.008385 12.444563 -0.111 -0.395 0.214
C 3.871010 -5.695085 -3.839547 0.543 0.160 0.251
C -6.720460 1.385595 5.573073 2.180 1.574 0.511
O 7.538060 -3.889835 -2.621887 -2.185 2.155 -2.430
C -5.840880 2.494335 6.290363 0.097 0.092 0.256
H 5.973850 -6.760075 5.234663 -0.476 0.287 -0.198
H -5.665860 -3.370995 2.473143 0.124 0.353 0.133
H -7.277910 -0.656415 -3.787587 0.684 -0.218 0.142
H -5.084610 0.045255 -1.765147 0.690 0.155 0.114
C 6.169840 -7.768735 2.641953 -2.902 -1.378 -3.699
H 1.053260 -0.860205 -9.744297 -0.027 0.259 -0.131
H -6.300370 -4.431575 -2.780147 -0.541 -0.255 0.385
C 1.882970 4.589835 -5.135937 -0.225 -1.804 -0.843
C -0.471550 -2.382585 7.739023 0.010 -2.099 -0.331
H -2.517880 -3.261425 6.937413 0.220 0.326 0.669
H -0.451680 7.152745 0.936213 0.114 0.025 0.039
H 1.506560 3.595705 -4.894807 -0.548 -0.072 0.099
H 1.553590 -2.533845 -9.662737 0.422 0.032 0.044
H -6.828700 -2.636025 1.304563 0.112 0.158 -0.079
O -6.518850 3.835985 3.114773 0.411 -1.306 1.391
H 1.953810 6.870105 -0.697197 -0.259 0.489 -0.698
C -6.799110 1.081525 -2.428027 0.087 -0.654 -0.222
C -6.968530 0.387765 -3.833227 -0.351 1.239 1.901
C 3.161580 3.852875 11.434853 0.765 -0.918 -0.008
H 2.342780 -2.177365 0.395593 0.115 -0.433 -0.032
H -1.047290 6.027005 -0.320767 0.808 -0.167 -0.108
C -8.383140 -4.135285 2.731153 0.781 -0.753 -1.033
O 3.395120 2.390925 9.472663 1.089 1.018 -1.901
O 1.949820 -2.788065 7.745603 -1.809 -0.944 -1.289
O 7.277400 -8.216795 3.190383 0.047 -0.426 0.408
H -1.517670 -2.315025 5.847483 -0.376 0.372 0.103
C 6.533090 -6.317225 4.410513 0.499 -0.034 -0.527
F 7.881860 -1.583075 -4.038937 0.040 1.072 -0.721
H -5.618160 -5.816365 -1.805377 -0.547 -0.149 0.323
H 3.855570 6.051405 -6.318077 -0.044 -0.791 -0.570
H 5.064230 5.022875 -5.402927 0.112 0.526 -0.213
O -1.492160 -4.431265 -8.632387 -0.323 -0.983 -1.191
H 2.252430 -1.026335 -1.506257 -0.200 -0.353 -0.479
H 3.287750 1.673605 11.364093 -0.219 -0.017 -0.353
O -6.091810 -3.994015 -0.791687 -2.581 0.475 1.546
H 6.099440 -5.672945 2.261213 0.298 0.091 0.246
C -6.312650 -3.545145 1.613243 0.470 -1.163 -0.807
H 8.523920 -6.705225 3.681173 0.275 -0.052 0.069
H -1.121790 9.492145 -0.116477 -0.156 -0.074 0.424
O 3.244430 4.334695 -5.163287 0.906 0.470 -0.354
C 3.574690 2.745395 7.126873 0.690 1.567 -1.777
H -7.176140 2.104175 -2.416467 0.161 0.062 -0.379
H 1.011580 -3.146315 -0.284167 -0.339 0.117 0.461
O -0.357210 7.802395 -1.053437 0.233 1.050 -0.212
H 1.413270 7.368735 -5.362977 -0.106 0.402 0.250
H 8.105000 -7.794575 5.017533 -0.168 0.021 -0.053
C 3.750960 2.509865 10.840453 -0.563 1.674 1.695
H -7.387390 0.570565 -1.665827 0.258 -0.154 0.071
H 1.164120 10.548345 0.115493 -0.128 0.163 0.292
H -5.523750 4.529605 5.377033 0.270 -0.111 0.291
H 3.522850 7.353105 -0.177637 0.010 0.327 0.492
C -5.250680 1.028795 -2.204667 -2.350 0.367 0.284
H -8.082520 -4.054425 3.775753 -0.237 0.419 0.077
H -4.405890 3.349435 4.680743 0.449 -0.250 0.760
C 1.317010 -2.147675 0.028133 0.848 0.089 0.743
H -7.797350 0.877985 -4.343947 0.482 0.253 -0.596
C -0.793210 -5.250575 -9.640617 0.207 0.843 0.768
H 3.082150 -4.943175 -3.818557 0.036 0.005 0.431
C 1.020900 7.307655 -6.378077 -0.396 -0.560 0.938
O 1.607190 6.198555 -6.999357 0.700 0.175 -1.490
H -1.432170 -5.836985 -10.300887 -0.603 0.226 0.470
C -5.369090 3.469395 5.176673 -0.547 -0.261 0.852
H -5.256360 -5.178695 0.692963 0.122 -0.138 0.090
C 2.463890 7.565325 -0.030427 -0.504 -0.470 -0.195
O -6.946970 1.956445 4.288963 -0.082 0.250 -0.398
C 4.120230 3.083585 8.522903 3.194 0.304 2.598
H 2.058010 7.227845 0.923233 0.530 0.287 0.615
H 0.756880 9.214925 1.198423 0.271 -0.250 0.281
F 4.554960 2.180585 6.404173 -0.132 -0.325 0.452
H 0.513170 -1.355235 -1.840057 0.113 -0.058 0.045
O -5.701640 0.588535 -4.437717 0.726 0.191 -1.174
H -6.069640 0.512815 5.520273 -0.567 -0.389 -0.391
H 4.694290 -6.288335 3.135833 0.152 -0.092 -0.065
H -4.743120 -4.333395 -2.096707 0.737 -0.528 -0.771
H -1.054360 -5.119325 6.633943 0.378 -0.160 0.122
H 6.896020 -5.330295 4.697493 -0.120 -0.085 0.059
C 4.063830 5.454795 -5.429937 0.398 0.177 0.574
C 5.173280 -5.245025 -3.095577 -0.994 -0.748 -1.319
H -0.133900 -5.939145 -9.112147 0.061 -0.052 0.051
O 0.627120 -3.933735 6.337293 0.982 -1.836 -1.253
H 1.522860 4.198525 -7.319297 0.505 -0.041 0.362
F 6.226650 -1.214555 -2.682577 -0.035 0.586 0.005
H -0.743860 -2.771915 8.720023 0.349 0.074 0.226
H 1.749890 -1.663485 -11.188647 -0.532 -0.057 -0.190
H -1.229060 -1.177265 -9.141297 0.265 0.440 -0.268
H 3.511200 4.757005 10.936453 -0.169 -0.250 -0.544
H 4.810760 2.424355 11.080463 0.175 0.205 -0.762
C 5.777220 -6.365505 3.038803 0.473 -0.697 1.785
H -2.006610 7.298825 0.066393 -0.208 0.739 0.345
C -1.180080 -2.163775 -9.602267 0.771 -0.602 0.650
H -0.195300 -4.623355 -10.301827 0.009 0.105 0.119
H -4.987440 2.119155 6.855143 -0.214 -0.333 -0.028
F 5.743870 -1.641955 -4.768337 1.513 0.061 0.855
H 5.949120 -5.978235 -3.315987 0.128 0.120 0.462
C 1.012440 9.470325 0.170053 -1.027 0.744 -0.687
F 3.291480 3.908385 6.437363 -0.179 -0.861 1.018
C 6.656520 -3.369765 -3.348527 2.291 -2.735 3.364
H -7.658440 1.206175 6.098513 0.108 -0.092 -0.251
O 5.540770 -8.435345 1.816883 1.226 1.000 1.533
H 1.192330 8.254595 -6.889977 0.455 -0.379 -0.327
C -6.285940 3.152305 4.098693 -2.326 0.432 -2.960
H -6.500920 2.986135 7.004903 0.233 0.382 -0.055
C -4.722290 1.065215 -3.603237 0.797 -0.571 0.131
C -0.738030 -4.200375 6.140403 -0.981 0.103 -0.086
O 5.190160 3.715605 8.707213 -4.447 -2.162 -0.689
C -0.944820 7.073215 -0.032597 -1.149 -1.095 0.116
O 0.558440 -1.621555 1.141313 -0.163 0.138 -0.294
H -9.126260 -4.924505 2.617113 0.104 -0.094 0.208
C -0.248700 9.191705 -0.695747 0.215 -0.720 0.010
H 3.527430 -6.633505 -3.404337 -0.124 0.153 0.290
```
Positions in Å, forces in eV/Å.